{"formula": "C7H7BeN2O6", "method": "ωB97M-V/def2-TZVPD", "e_lumo_ev": [-5.0, -5.0], "e_tot_ev": -23031.6133, "homo_lumo_gap_ev": [7.4, 7.4], "total_charge": 1, "e_homo_ev": [-12.41, -12.41], "species": ["O", "C", "Be", "C", "O", "C", "O", "C", "O", "C", "O", "H", "C", "N", "C", "N", "O", "H", "H", "H", "H", "H", "H"], "xyz": [[0.196, -1.320, 3.939], [-0.202, -2.398, 3.953], [-1.122, -0.244, -0.466], [-1.554, -0.727, -2.083], [-1.846, -0.959, -3.187], [-1.689, -2.744, -0.365], [-2.366, -3.535, -0.994], [-2.359, -0.283, 0.839], [-3.170, -0.231, 1.642], [-0.525, -1.985, -0.924], [0.566, -2.427, -1.273], [-1.864, -2.387, 0.716], [1.182, 3.063, 0.841], [1.764, 2.114, -0.110], [1.153, 1.032, -0.560], [1.783, 0.234, -1.442], [-0.074, 0.829, -0.152], [0.308, 2.644, 1.336], [0.900, 3.997, 0.346], [1.933, 3.303, 1.596], [2.728, 2.275, -0.405], [1.513, -0.737, -1.599], [2.747, 0.485, -1.648]], "forces_ev_per_a": [[-1.0, -2.6, 0.0], [1.0, 2.6, 0.0], [0.9, -0.4, -1.1], [-2.9, 2.3, -4.2], [1.6, -0.1, 3.7], [-0.5, -2.8, -0.3], [0.7, 1.7, 1.3], [-2.9, 0.4, 2.3], [2.5, -0.1, -2.3], [2.3, -1.0, 1.1], [-1.6, 0.6, 0.3], [-0.2, -0.9, -0.8], [0.1, 0.4, 0.1], [0.4, 0.1, 0.1], [-1.2, -0.3, 0.1], [0.2, 0.5, 0.4], [1.5, 0.2, -0.5], [0.2, -0.1, -0.2], [0.0, -0.2, 0.0], [-0.1, -0.1, -0.1], [-0.6, -0.1, 0.2], [-0.1, 0.1, 0.2], [-0.4, -0.3, -0.1]]}